{
  "formula": "C9H12N2",
  "method": "ωB97M-V with the def2-TZVPD basis set",
  "orbital_gap_ev": 9.1,
  "multiplicity": 1,
  "energy_ha": -459.6507,
  "smiles": "C/C=C\\c1cc(C)cc(N)n1",
  "relative_energy_kcal_mol": 23.1,
  "charge": 0,
  "species": ["C", "C", "C", "C", "C", "C", "C", "C", "C", "N", "N", "H", "H", "H", "H", "H", "H", "H", "H", "H", "H", "H", "H"],
  "coordinates": [[3.198, -0.125, 0.608], [2.497, 1.029, 1.293], [1.209, 1.326, 1.310], [0.094, 0.677, 0.615], [0.215, 0.141, -0.643], [-0.905, -0.477, -1.221], [-0.733, -1.062, -2.620], [-2.091, -0.481, -0.535], [-2.123, 0.145, 0.717], [-3.306, 0.217, 1.457], [-1.073, 0.711, 1.290], [2.438, -0.865, 0.205], [3.832, -0.666, 1.360], [3.853, 0.194, -0.212], [3.188, 1.679, 1.814], [0.847, 2.112, 1.963], [1.128, 0.291, -1.230], [0.009, -1.875, -2.582], [-1.686, -1.559, -2.889], [-0.450, -0.329, -3.345], [-3.015, -0.894, -0.993], [-4.052, -0.467, 1.170], [-3.075, 0.280, 2.468]],
  "forces_ev_per_a": [[-0.89, -1.12, 0.25], [0.96, -0.39, -0.57], [-0.39, 0.33, 0.35], [-0.06, 0.11, 0.35], [-0.07, -0.06, -0.60], [0.93, 0.29, -0.97], [-1.10, -1.36, 1.29], [-0.68, -0.19, -0.51], [-0.59, -0.06, 0.58], [-0.40, -0.93, 0.17], [0.19, -0.35, -0.31], [1.05, 0.81, 0.43], [-0.47, 0.48, -0.67], [-0.15, 0.00, 0.15], [-0.13, 0.10, 0.34], [0.23, 0.19, -0.01], [-0.35, -0.28, 0.37], [-0.04, 0.41, -0.10], [0.45, 0.40, -0.25], [0.14, 0.43, -0.41], [0.73, 0.22, 0.45], [1.32, 1.11, 0.79], [-0.67, -0.14, -1.12]]
}

{
  "formula": "C9H12N2O",
  "method": "ωB97M-V with the def2-TZVPD basis set",
  "orbital_gap_ev": 7.4,
  "multiplicity": 1,
  "energy_ha": -534.7219,
  "smiles": "C/C=c1/cccnc1=C=N.CO",
  "relative_energy_kcal_mol": 118.9,
  "charge": 0,
  "species": ["C", "C", "C", "C", "C", "C", "N", "C", "C", "N", "H", "H", "H", "H", "H", "H", "H", "H", "C", "O", "H", "H", "H", "H"],
  "coordinates": [[-1.024, -0.955, 1.935], [0.272, -1.492, 1.367], [1.159, -0.793, 0.663], [2.258, -1.415, -0.078], [3.131, -0.784, -0.857], [3.001, 0.680, -0.940], [2.051, 1.308, -0.325], [1.054, 0.642, 0.375], [-0.015, 1.457, 0.574], [-0.756, 2.301, 0.896], [-0.664, -0.160, 2.709], [-1.519, -1.685, 2.541], [-1.488, -0.662, 1.028], [0.659, -2.445, 1.427], [2.419, -2.412, -0.124], [3.900, -1.438, -1.369], [3.772, 1.095, -1.602], [-1.425, 2.797, 0.341], [-2.636, 0.466, -1.713], [-3.194, 1.421, -0.870], [-2.217, -0.333, -1.280], [-1.924, 0.980, -2.454], [-3.419, 0.132, -2.274], [-3.394, 1.296, 0.031]],
  "forces_ev_per_a": [[3.49, 0.29, 1.86], [0.14, 0.81, 0.13], [-0.19, 1.23, -1.05], [-0.18, 1.83, 0.18], [0.25, 0.25, -0.09], [-0.05, -1.21, 0.22], [1.42, 0.71, -1.49], [-0.23, -0.05, -0.29], [2.79, -2.39, -0.54], [-1.50, 2.40, 1.23], [-1.22, -0.62, -1.71], [-0.64, -0.48, -0.17], [-1.49, 0.98, -0.18], [-0.30, -2.61, 0.69], [-0.29, -3.36, 0.68], [-0.85, 1.38, 0.39], [-0.61, 1.03, 0.56], [-0.55, -0.21, -0.48], [0.63, 3.61, -1.70], [0.13, 2.46, -0.92], [1.99, -2.82, 1.95], [-0.73, -0.70, 1.35], [-2.06, -1.27, -1.94], [0.05, -1.28, 1.31]]
}